The following is a DFT calculation (ωB97M-V/def2-TZVPD) of a 8-piece molecular cluster, C7H29O8 overall at a distorted geometry.

Summary:
**E_HOMO**: -6.0 eV
**HOMO-LUMO gap**: 9.34 eV
**ΔE to the lowest compared entry with this formula, charge and spin**: 4.8672 eV
**Charge**: -1

Positions of all 44 atoms, in Å:
O: 19.706 7.187 35.222
H: 19.135 7.169 35.932
C: 22.696 8.623 34.573
O: 21.342 9.141 34.463
H: 22.827 8.402 35.604
H: 23.583 9.252 34.336
H: 22.975 7.887 33.749
H: 20.895 8.504 34.645
C: 17.107 4.864 35.204
O: 18.535 4.721 35.290
H: 16.674 4.946 34.079
H: 16.611 5.544 35.893
H: 16.542 4.035 35.581
H: 18.914 5.605 35.109
C: 20.090 6.116 38.382
O: 20.787 7.066 37.637
H: 20.002 6.617 39.342
H: 20.755 5.180 38.592
H: 19.227 5.457 37.917
H: 20.666 6.833 36.772
C: 17.907 10.163 33.957
O: 17.817 9.120 34.972
H: 17.596 9.962 32.797
H: 18.917 10.216 33.876
H: 17.334 11.065 34.177
H: 18.545 8.445 34.980
C: 19.925 7.974 31.630
O: 19.699 6.961 32.435
H: 19.374 8.697 32.100
H: 19.635 7.866 30.600
H: 21.049 8.084 31.616
H: 19.534 7.431 33.278
C: 18.583 10.195 38.019
O: 18.491 8.919 38.552
H: 19.445 10.505 37.365
H: 18.880 10.802 38.849
H: 17.785 10.647 37.493
H: 19.047 8.328 38.084
C: 21.805 4.884 33.786
O: 21.722 5.233 35.080
H: 20.800 4.377 33.442
H: 22.615 4.352 33.462
H: 21.907 5.845 33.196
H: 20.969 5.950 35.263

Cartesian forces (eV/Å) of the 2 atoms listed first:
O 1.694 -0.371 -2.579
H -1.960 0.067 2.586



The following is a DFT calculation (ωB97M-V/def2-TZVPD) of C35H47Cl3N2P2V as an isolated structure at a distorted geometry.

Summary:
**E_HOMO (alpha / beta)**: -13.2 / -13.2 eV
**HOMO-LUMO gap (alpha / beta)**: 6.19 / 6.68 eV
**ΔE to the lowest compared entry with this formula, charge and spin**: 2.3519 eV
**Multiplicity**: 2
**Charge**: +2

Positions of all 90 atoms, in Å:
V: 0.061 -0.102 1.475
C: 4.596 -1.091 -0.494
C: 3.150 -1.272 -0.037
C: 3.030 -2.626 0.670
P: 2.430 0.094 1.031
C: 3.624 0.575 2.395
C: 4.817 1.432 1.984
C: 4.056 -0.681 3.153
C: 2.221 1.480 -0.139
C: 3.230 2.062 -0.892
C: 2.957 3.038 -1.848
C: 4.054 3.672 -2.628
C: 1.626 3.393 -2.070
C: 0.610 2.850 -1.315
C: 0.888 1.920 -0.303
N: -0.087 1.426 0.538
C: -1.209 2.202 0.789
C: -1.208 3.599 0.858
C: -2.369 4.287 1.151
C: -3.580 3.627 1.358
C: -4.845 4.362 1.628
C: -3.584 2.231 1.320
C: -2.423 1.530 1.053
P: -2.234 -0.267 1.028
C: -2.813 -0.835 -0.641
C: -2.042 -0.056 -1.708
C: -4.317 -0.667 -0.843
C: -3.340 -1.014 2.306
C: -2.822 -2.444 2.483
C: -3.317 -0.260 3.632
H: 4.862 -1.926 -1.141
H: 5.282 -1.099 0.349
H: 4.744 -0.181 -1.064
H: 2.494 -1.266 -0.922
H: 2.115 -2.717 1.258
H: 3.875 -2.782 1.334
H: 3.048 -3.422 -0.071
H: 3.003 1.176 3.069
H: 5.508 0.898 1.341
H: 5.362 1.703 2.886
H: 4.508 2.353 1.498
H: 4.821 -1.231 2.612
H: 3.216 -1.351 3.338
H: 4.479 -0.401 4.114
H: 4.258 1.771 -0.741
H: 5.031 3.304 -2.324
H: 4.035 4.752 -2.496
H: 3.914 3.486 -3.693
H: 1.385 4.109 -2.838
H: -0.414 3.131 -1.510
H: -0.288 4.140 0.698
H: -2.329 5.364 1.219
H: -4.716 5.436 1.534
H: -5.196 4.143 2.635
H: -5.623 4.037 0.939
H: -4.509 1.698 1.485
H: -2.553 -1.899 -0.698
H: -2.364 0.984 -1.708
H: -2.255 -0.470 -2.691
H: -0.958 -0.084 -1.562
H: -4.616 0.366 -0.664
H: -4.902 -1.330 -0.209
H: -4.557 -0.916 -1.876
H: -4.361 -1.028 1.911
H: -1.774 -2.436 2.801
H: -2.893 -3.008 1.555
H: -3.395 -2.964 3.246
H: -2.311 -0.236 4.051
H: -3.957 -0.767 4.354
H: -3.668 0.766 3.528
C: 0.552 0.547 3.223
C: 0.416 1.972 3.601
C: 1.110 2.989 2.946
C: 0.929 4.314 3.308
C: 0.050 4.652 4.323
C: -0.645 3.650 4.980
C: -0.460 2.324 4.635
H: -0.484 0.094 3.108
H: 1.109 -0.034 3.970
H: 1.791 2.742 2.139
H: 1.488 5.086 2.800
H: -0.082 5.685 4.606
H: -1.330 3.904 5.775
H: -0.987 1.557 5.188
Cl: 1.037 -4.022 -2.117
C: -0.036 -3.914 -0.684
Cl: -1.713 -4.346 -1.144
Cl: 0.530 -5.031 0.615
C: 0.022 -2.580 -0.175
N: 0.131 -1.508 0.252

Cartesian forces (eV/Å) of the 2 atoms listed first:
V 0.995 1.359 1.762
C -0.150 0.107 -0.104



The following is a DFT calculation (ωB97M-V/def2-TZVPD) of C19H14AsCl2N5PtS5 as an isolated structure at a distorted geometry.

Summary:
**E_HOMO (alpha / beta)**: -1.9 / -1.9 eV
**HOMO-LUMO gap (alpha / beta)**: 6.09 / 6.09 eV
**ΔE to the lowest compared entry with this formula, charge and spin**: 5.2870 eV
**Charge**: -2

Positions of all 47 atoms, in Å:
Pt: 0.334 -0.204 0.613
N: -1.689 3.299 -1.612
C: -1.243 3.226 -0.336
S: -0.692 4.538 0.589
N: -1.277 2.036 0.211
N: -1.290 1.001 0.767
C: -0.780 0.787 4.024
C: -2.099 1.411 3.888
C: -3.225 0.738 4.397
C: -4.486 1.302 4.355
C: -4.682 2.572 3.823
C: -3.581 3.258 3.335
C: -2.314 2.693 3.363
C: -0.578 -0.743 3.598
C: -0.713 -1.612 4.687
C: -0.740 -2.977 4.498
C: -0.607 -3.472 3.208
C: -0.421 -2.571 2.182
N: -0.414 -1.240 2.367
H: -1.477 4.184 -2.042
H: -1.574 2.474 -2.220
H: -3.103 -0.244 4.838
H: -5.328 0.742 4.748
H: -5.673 3.009 3.782
H: -3.691 4.242 2.894
H: -1.506 3.279 2.939
H: -0.767 -1.180 5.676
H: -0.842 -3.647 5.343
H: -0.612 -4.532 2.994
H: -0.271 -2.898 1.161
S: -1.308 0.758 -3.827
As: -0.061 -0.497 -2.652
S: 1.223 0.747 -1.291
S: -1.189 -1.302 -0.892
S: 1.008 -1.982 -3.675
Cl: 0.527 1.816 3.209
C: 1.903 0.871 3.749
C: 2.312 0.951 5.061
C: 3.361 0.157 5.486
C: 3.959 -0.704 4.551
C: 3.518 -0.781 3.259
Cl: 4.286 -1.898 2.165
C: 2.402 -0.014 2.741
N: 2.040 -0.106 1.497
H: 1.786 1.617 5.734
H: 3.710 0.194 6.509
H: 4.786 -1.339 4.847

Cartesian forces (eV/Å) of the 2 atoms listed first:
Pt -0.081 0.047 0.064
N 0.063 0.031 -0.076